1.
Entry from OMol25: a molecular structure, C26H20BF3N9O2Pd (the ωB97M-V functional and the def2-TZVPD basis).

Geometry as XYZ:
```
62
Properties=species:S:1:pos:R:3
Pd -0.50801 0.09964 -0.13958
C -2.29786 -1.69141 3.24366
C -1.29155 -2.46251 3.81891
C -0.01973 -2.39057 3.30645
C 0.25767 -1.56514 2.21184
N -0.75851 -0.92730 1.59789
C -1.99712 -0.94738 2.13486
N 1.59390 -1.39087 1.91624
C 2.01782 -0.38601 1.24714
N 1.29221 0.51063 0.48762
C 2.12048 1.42710 -0.11300
N 1.85216 2.26617 -1.03997
C 0.73178 2.21440 -1.83692
C 0.63745 3.20822 -2.81830
C -0.31668 3.13090 -3.79988
C -1.16257 2.02367 -3.83251
C -1.07017 1.10257 -2.82578
N -0.17925 1.21674 -1.81661
C 3.47391 1.20694 0.43141
C 4.65218 1.89760 0.23445
C 5.79144 1.38918 0.84976
C 5.74129 0.23198 1.62492
C 4.54829 -0.45594 1.82004
C 3.42301 0.05466 1.20514
H -3.30433 -1.67852 3.63423
H -1.49855 -3.08675 4.67759
H 0.81533 -2.91202 3.74957
H -2.74646 -0.34862 1.64291
H 1.36606 4.00411 -2.77868
H -0.38627 3.90124 -4.55576
H -1.89138 1.88271 -4.61654
H -1.71953 0.24431 -2.79339
H 4.68143 2.79387 -0.36960
H 6.73661 1.90022 0.72562
H 6.64901 -0.13425 2.08513
H 4.49772 -1.35133 2.42403
B -1.77238 -3.04338 -0.45337
N -2.70710 -1.80045 -0.69197
C -4.03130 -1.90150 -0.82649
C -4.58393 -0.63227 -0.91470
C -3.50300 0.22919 -0.83475
N -2.37751 -0.49070 -0.70354
N -0.32157 -2.70730 -0.95075
C 0.55618 -3.59495 -1.41464
C 1.68430 -2.93187 -1.87910
C 1.41482 -1.59473 -1.67071
N 0.19091 -1.47781 -1.12602
H -1.74617 -3.33615 0.71333
H -2.19338 -3.92848 -1.14180
H -4.49306 -2.87366 -0.86678
H -5.61923 -0.37269 -1.04444
H -3.45680 1.30423 -0.89227
H 0.30744 -4.64286 -1.41938
H 2.56069 -3.36287 -2.32838
H 2.00544 -0.72096 -1.89188
F -3.38607 3.48263 1.97269
C -2.09117 3.67705 1.67353
F -1.37501 3.47590 2.77905
F -1.93068 4.93660 1.28625
C -1.71354 2.70357 0.52314
O -1.13112 1.63762 0.97799
O -2.01854 2.98761 -0.60788
```

Properties
E_LUMO, Eh: -0.1699
Frontier orbital gap, eV: 6.964
Charge: +1

natural (NBO) atomic charge list, values in e, 6 entries:
1. Pd 1.398
2. C -0.238
3. C -0.111
4. C -0.218
5. C 0.387
6. N -0.434

2.
Entry from OMol25: a molecular structure, C26H20BrN5O5OsS2 in a non-equilibrium geometry (the ωB97M-V functional and the def2-TZVPD basis).

Geometry as XYZ:
```
60
Properties=species:S:1:pos:R:3
Os 0.48479 0.22432 0.06345
Br 2.63222 -3.07452 0.64990
C 2.98455 -1.52447 1.66903
C 4.16088 -1.44261 2.39886
C 4.31775 -0.36142 3.23857
C 3.26498 0.52817 3.40968
C 2.13222 0.35057 2.65166
N 1.99817 -0.64675 1.75761
C 0.93527 1.27400 2.81010
O 0.77023 1.82653 3.87653
O 0.13592 1.34508 1.79195
H 4.92807 -2.18788 2.26045
H 5.24672 -0.21774 3.77407
H 3.30981 1.35033 4.10801
N -1.15803 -3.71302 1.83147
C -0.84785 -3.27273 3.09432
C -0.48684 -1.96511 2.95409
N -0.56958 -1.60762 1.63954
C -0.97201 -2.67342 0.98160
C -1.20937 -2.62575 -0.43933
N -0.99255 -1.52696 -1.12383
C -1.35724 -1.78257 -2.41275
C -1.81258 -3.06418 -2.50791
N -1.71909 -3.59124 -1.24371
H -1.42644 -4.65079 1.59354
H -0.90978 -3.91355 3.95537
H -0.18846 -1.26025 3.71259
H -1.26442 -1.03461 -3.18207
H -2.19532 -3.62884 -3.33902
H -1.95795 -4.53171 -0.98740
C -4.91574 -0.90127 0.04932
C -4.95539 -0.42026 -1.25318
C -3.96970 0.44024 -1.70771
C -2.90725 0.80600 -0.87992
C -2.90393 0.35649 0.44222
C -3.89962 -0.48865 0.90099
C -1.82998 1.65139 -1.40326
C -0.52862 1.60370 -1.08346
C 0.40420 2.59801 -1.66718
C 0.68042 2.59157 -3.03535
C 1.51983 3.54411 -3.58620
C 2.10633 4.50445 -2.77656
C 1.84746 4.51157 -1.41490
C 0.99874 3.56892 -0.86104
H -5.69017 -1.56896 0.40545
H -5.76707 -0.71010 -1.90872
H -4.00749 0.81373 -2.72462
H -2.13254 0.70671 1.11735
H -3.88349 -0.82226 1.93227
H -2.13028 2.38627 -2.14809
H 0.23549 1.82855 -3.66337
H 1.71655 3.53608 -4.65056
H 2.76775 5.24443 -3.20788
H 2.31084 5.25298 -0.77691
H 0.78031 3.58064 0.19920
O 4.26510 -0.35710 -0.52877
S 3.36009 0.66569 -0.99495
O 2.68806 1.40260 0.09091
O 3.86670 1.50141 -2.04344
S 1.73935 -0.42822 -1.80802
```

Properties
E_LUMO (alpha / beta), Eh: -0.0151 / -0.0630
Frontier orbital gap (alpha / beta), eV: 7.712 / 6.541
Spin multiplicity: 5

natural (NBO) atomic charge list, values in e, 6 entries:
1. Os 1.438
2. Br 0.084
3. C 0.216
4. C -0.259
5. C -0.123
6. C -0.209

3.
Entry from OMol25: a molecular structure, C26H20GeNO5SW in a non-equilibrium geometry (the ωB97M-V functional and the def2-TZVPD basis).

Geometry as XYZ:
```
55
Properties=species:S:1:pos:R:3
W -0.00667 -1.47786 -1.54122
O 1.54086 -1.33049 -0.14142
N 2.68456 -1.92924 -0.52669
C 3.83800 -1.39797 -0.09314
C 5.03120 -1.98847 -0.41337
C 5.02267 -3.14584 -1.19044
C 3.82252 -3.66889 -1.62002
C 2.62546 -3.04170 -1.28668
S 1.04733 -3.61055 -1.74690
H 3.71837 -0.50486 0.50175
H 5.95219 -1.54647 -0.06503
H 5.95216 -3.62690 -1.46157
H 3.77559 -4.55837 -2.23094
O 1.96791 0.53206 -4.59611
C 1.22773 -0.01377 -3.82566
O 1.52830 -0.53332 -2.66593
C -0.29029 -0.19771 -4.14456
O -0.80107 0.07670 -5.18039
O -0.97182 -0.73535 -3.09954
C -1.45645 -1.78116 -0.50224
Ge -1.06019 0.13996 0.40106
C -0.30191 -0.27415 2.14724
C 0.56482 0.63060 2.75569
C 1.10226 0.36171 4.00850
C 0.77687 -0.81624 4.66402
C -0.08687 -1.72458 4.06675
C -0.62192 -1.45455 2.81488
C -2.98340 0.47521 0.52533
C -3.57634 0.73887 1.75757
C -4.93856 0.99902 1.84262
C -5.71565 1.00562 0.69371
C -5.13226 0.74751 -0.53999
C -3.77322 0.48159 -0.62427
C -0.23078 1.72853 -0.40502
C 1.12426 1.85113 -0.70648
C 1.62424 3.03466 -1.22993
C 0.77980 4.11289 -1.45028
C -0.56941 4.00629 -1.14789
C -1.07369 2.81913 -0.63464
H -2.34568 -2.05402 0.05094
H 0.82583 1.55329 2.24911
H 1.77325 1.07423 4.47196
H 1.19439 -1.02760 5.64021
H -0.34305 -2.64577 4.57469
H -1.28556 -2.17888 2.35608
H -2.97603 0.73666 2.66091
H -5.39058 1.19761 2.80617
H -6.77688 1.20938 0.75736
H -5.73592 0.75041 -1.43854
H -3.32594 0.26705 -1.59045
H 1.78995 1.01237 -0.55882
H 2.67429 3.10604 -1.48287
H 1.17223 5.03161 -1.86674
H -1.23506 4.84206 -1.32119
H -2.13183 2.74253 -0.41758
```

Properties
E_LUMO (alpha / beta), Eh: -0.0247 / -0.0454
Frontier orbital gap (alpha / beta), eV: 7.411 / 7.494
Spin multiplicity: 2

natural (NBO) atomic charge list, values in e, 6 entries:
1. W 1.323
2. O -0.559
3. N 0.015
4. C 0.064
5. C -0.248
6. C -0.137

4.
Entry from OMol25: a molecular structure, C26H20IrN4O2PSSe2 in a non-equilibrium geometry (the ωB97M-V functional and the def2-TZVPD basis).

Geometry as XYZ:
```
57
Properties=species:S:1:pos:R:3
Ir 0.75500 -1.74333 -0.53797
O 4.86460 -1.26051 2.86254
C 3.79930 -1.15222 3.67605
C 4.05139 -1.04623 5.04484
C 3.01085 -0.89973 5.93715
C 1.68957 -0.85763 5.49255
C 1.43244 -0.99405 4.14607
C 2.47092 -1.15032 3.22129
C 2.11399 -1.33620 1.80484
O 0.91082 -1.66796 1.52986
N 3.09054 -1.12267 0.90327
N 2.61996 -1.24053 -0.36230
C 3.25057 -0.90696 -1.43947
C 2.44164 -0.96326 -2.65577
C 2.88613 -0.53753 -3.89737
C 2.02273 -0.59126 -4.97795
C 0.74153 -1.09027 -4.80583
C 0.35226 -1.51148 -3.54764
N 1.17216 -1.42834 -2.50227
H 4.54447 -1.20598 1.93841
H 5.08091 -1.07308 5.37543
H 3.22775 -0.81614 6.99472
H 0.87701 -0.72809 6.19401
H 0.41755 -0.99094 3.77146
H 4.26795 -0.54092 -1.41709
H 3.89653 -0.16803 -4.00392
H 2.35292 -0.25431 -5.95138
H 0.04618 -1.15923 -5.62951
H -0.62699 -1.92058 -3.33998
Se -1.86895 -1.58624 -0.49239
P -1.59261 0.53218 -0.41062
Se 0.57515 0.74201 -0.37346
C -2.30659 1.42239 -1.81352
C -2.88480 0.74443 -2.87847
C -3.35468 1.45606 -3.97541
C -3.24017 2.83680 -4.00857
C -2.66113 3.51657 -2.94235
C -2.19441 2.81240 -1.84662
C -2.37892 1.29597 1.02433
C -3.77207 1.27476 1.09262
C -4.41384 1.78990 2.20453
C -3.66997 2.32515 3.25054
C -2.28612 2.34549 3.18348
C -1.63596 1.82857 2.06997
H -2.96838 -0.33499 -2.84171
H -3.80968 0.92836 -4.80350
H -3.60404 3.38906 -4.86531
H -2.57268 4.59463 -2.96847
H -1.73989 3.34183 -1.01649
H -4.35221 0.85149 0.28032
H -5.49425 1.77197 2.25940
H -4.17464 2.72319 4.12125
H -1.70710 2.75810 3.99913
H -0.55436 1.83038 2.01700
S 0.27203 -6.31037 -1.89529
C 0.31191 -4.81114 -1.29898
N 0.31767 -3.71113 -0.89546
```

Properties
E_LUMO, Eh: -0.0429
Frontier orbital gap, eV: 6.300

natural (NBO) atomic charge list, values in e, 6 entries:
1. Ir 0.920
2. O -0.689
3. C 0.441
4. C -0.302
5. C -0.159
6. C -0.266

Calculated ΔE to the lowest compared entry with this formula, charge and spin (eV), listed in the same order as above: 0.170 0.000 1.282 0.828